{
  "formula": "C4H8N4",
  "method": "ωB97M-V/def2-TZVPD",
  "species": ["H", "C", "H", "H", "H", "N", "H", "H", "N", "N", "H", "C", "C", "H", "N", "C"],
  "positions_angstrom": [[-2.93, -0.52, -1.01], [-0.71, 1.05, -0.02], [2.62, 1.30, -0.18], [-1.43, 1.74, -0.26], [1.71, 0.72, 1.25], [1.87, -0.81, -0.36], [0.63, 2.49, -0.38], [2.76, -1.14, -0.04], [-2.55, -0.22, -0.06], [-1.14, -0.21, 0.00], [-0.84, -2.35, 0.16], [1.74, 0.67, 0.18], [0.48, 1.52, -0.08], [-2.83, -1.01, 0.74], [0.97, -1.77, -0.04], [-0.35, -1.44, 0.10]],
  "lumo_energy_ev": 0.9,
  "de_lowest_kj_mol": 450.45,
  "smiles": "NN1C=CCNN=C1",
  "energy_ha": -376.07689,
  "homo_ev": -7.7,
  "multiplicity": 1
}